[1]
9
Properties=species:S:1:pos:R:3:forces:R:3 method="wB97M-V/def2-TZVPD" smiles="N#CC(=O)CO" relative_energy_ev=2.418 gap_ev=10.87
N 2.6666 -0.8630 -0.1223 1.61 -1.09 -0.15
C 1.7011 -0.2701 -0.1292 -0.77 0.78 0.45
C 0.4778 0.5476 -0.0129 2.36 0.96 -1.54
O 0.6523 1.7478 0.0445 -1.59 -1.05 0.34
C -0.6536 -0.3677 -0.0752 -2.21 1.22 3.96
O -1.9527 0.2142 -0.1436 1.29 1.64 1.35
H -0.6181 -1.1337 -0.7479 0.59 -1.60 -2.48
H -0.3908 -1.0056 0.8910 -1.02 1.12 -0.95
H -1.8827 1.1305 0.2958 -0.26 -1.98 -0.98

[2]
6
Properties=species:S:1:pos:R:3:forces:R:3 method="wB97M-V/def2-TZVPD" relative_energy_ev=2.254 gap_ev=8.85
H -0.6119 -0.2219 -1.0459 -0.39 0.17 -0.91
N -0.3842 -0.1016 -0.0858 -0.07 -0.35 -0.63
P 0.5204 0.9229 0.5763 1.10 1.18 2.44
H 1.0840 2.1631 -0.0903 -0.67 -0.94 -0.89
I 1.3888 -3.1471 1.0365 -0.33 0.65 0.99
H 0.8804 -2.1769 2.3057 0.36 -0.71 -1.00

[3]
24
Properties=species:S:1:pos:R:3:forces:R:3 method="wB97M-V/def2-TZVPD" relative_energy_ev=3.320 gap_ev=8.97
C 1.0002 -1.5537 -0.2624 0.97 0.05 -3.43
C -0.3708 -1.7000 0.1696 -2.52 0.48 1.19
C 1.7428 -0.2764 0.0316 -1.64 1.24 -1.69
C -1.3579 0.9327 0.0845 4.09 -0.81 -1.57
C 3.0921 -0.2508 -0.6058 -0.53 1.99 -1.07
C -1.4220 0.9477 1.5813 -1.52 0.60 -1.61
C -1.8484 2.0617 -0.7175 0.13 -0.62 -0.67
O -2.9516 -1.1630 -0.2624 -1.88 -0.52 0.45
S 0.8485 1.1653 -0.7236 -2.15 -0.98 1.78
S -1.7047 -0.6637 -0.8155 3.11 0.08 1.74
H 1.6261 -2.3183 0.1660 0.16 -0.88 -0.07
H 0.8765 -1.7020 -1.4366 1.10 0.21 2.10
H -0.6967 -2.7129 0.0795 -0.44 -0.82 -1.09
H -0.5498 -1.6637 1.2559 -0.04 1.15 -0.09
H 1.8408 -0.2146 1.0758 -0.05 0.61 1.60
H 2.9268 -0.4439 -1.6517 0.26 -0.85 -0.52
H 3.6325 -0.9882 -0.0832 1.57 -0.64 0.14
H 3.5087 0.7951 -0.6930 0.05 -1.18 0.99
H -1.6232 2.0022 1.8627 -0.19 -0.82 0.23
H -0.5195 0.6307 2.0367 0.62 -0.59 0.49
H -2.2798 0.2483 1.6921 0.32 0.48 1.07
H -1.3457 1.9738 -1.6823 -0.55 0.21 -0.23
H -1.5112 2.9685 -0.2723 -0.31 0.94 0.34
H -2.9137 1.9252 -0.8298 -0.57 0.64 -0.07

[4]
68
Properties=species:S:1:pos:R:3:forces:R:3 method="wB97M-V/def2-TZVPD" smiles="C=C[N@H+]1C[C@@H](S)[C@@H]([C@@H](Br)CC)[C@H](CCCCCCC)[C@@]1(CCCOC)N=C=S" gap_ev=8.69 total_charge=+1
C -1.0512 -4.1133 -0.6189 0.94 2.09 0.32
C -0.7999 -2.7520 -0.4236 -2.06 -2.26 0.17
N 0.5102 -2.0864 -0.7915 -0.67 -1.82 0.98
C 0.2917 -1.2752 -2.0254 -0.50 0.52 -2.29
C -0.4311 0.1197 -1.8437 1.27 1.13 -0.61
S -2.2633 0.0522 -1.6042 -0.13 -0.12 -0.28
C 0.3511 0.9748 -0.7057 0.32 -0.55 -0.76
C -0.2193 2.4363 -0.5063 -1.26 0.05 -1.57
Br 1.2110 3.7578 0.0284 -0.68 -1.05 0.29
C -0.7805 3.1153 -1.8646 0.98 1.33 0.55
C 0.3374 3.2677 -2.9991 -0.10 -1.06 -0.16
C 0.3530 0.0452 0.5848 -0.17 -0.36 -0.12
C 0.8512 0.6802 1.9436 -1.10 -0.16 1.58
C -0.4124 0.7768 2.9545 1.42 0.74 1.32
C -1.1571 2.1825 2.9066 -1.65 -0.31 -0.57
C -2.6501 1.8890 2.3552 1.15 -0.72 -0.58
C -3.5371 1.0723 3.3932 -0.67 -0.27 -0.82
C -4.3835 -0.0861 2.6620 -0.46 0.42 -0.15
C -5.1008 0.4171 1.3222 -0.19 -0.56 -0.40
C 1.1267 -1.3672 0.3646 0.06 3.33 1.59
C 2.6627 -1.0204 0.2515 1.31 -0.68 -0.18
C 3.5755 -2.0218 -0.5816 1.36 0.65 -0.40
C 4.8298 -1.1486 -1.1021 -0.68 0.39 0.18
O 4.4004 -0.2772 -2.1867 0.02 -1.36 0.24
C 4.4262 -0.9787 -3.4492 -0.07 0.47 -0.61
N 0.7446 -2.1701 1.5897 3.55 -2.52 0.04
C 1.5556 -3.1212 1.8117 -1.01 -1.12 -1.86
S 2.4056 -4.5384 1.6904 -1.89 3.36 0.92
H -0.2853 -4.8881 -0.3218 -0.51 0.79 -1.55
H -2.0603 -4.4098 -1.0276 0.91 0.19 1.67
H -1.6117 -2.1434 0.0814 1.15 -0.12 -1.73
H 1.0910 -2.9025 -1.0811 0.00 0.62 0.31
H -0.3594 -1.8999 -2.7239 0.90 0.65 1.08
H 1.2996 -1.1850 -2.5524 -1.13 0.26 0.94
H -0.2663 0.6713 -2.8302 -0.19 -0.88 1.29
H -2.7918 0.4174 -2.8369 0.94 -0.26 0.83
H 1.3875 1.1205 -1.1711 -1.17 -0.38 0.88
H -1.0883 2.4404 0.2116 1.30 0.14 -0.40
H -1.0215 4.1867 -1.5461 0.06 -1.48 -0.40
H -1.7533 2.6792 -2.2180 1.18 0.10 0.34
H -0.1570 3.2666 -4.0182 0.62 0.30 1.15
H 1.0048 4.1681 -2.8585 -1.03 -0.97 -0.19
H 1.0414 2.3646 -3.0038 -0.86 1.15 0.02
H -0.7343 -0.2721 0.7562 1.32 0.60 -0.22
H 1.6128 0.0544 2.5185 -0.94 0.59 -1.22
H 1.2817 1.7174 1.8983 -0.38 -1.13 -0.49
H 0.0370 0.6889 4.0034 -0.59 -0.02 -1.33
H -1.1093 -0.1134 2.8563 0.75 1.14 -0.10
H -1.2966 2.6778 3.9113 0.50 -0.71 -0.90
H -0.6264 2.9376 2.2395 -0.58 -1.06 0.86
H -3.1430 2.8168 1.9371 0.39 -0.98 0.76
H -2.4895 1.1947 1.4553 -0.31 0.95 0.95
H -2.9031 0.5858 4.2062 -0.84 0.89 -0.93
H -4.3015 1.7894 3.8197 1.01 -0.86 -0.05
H -5.2017 -0.4706 3.3516 1.19 0.48 -0.64
H -3.7411 -0.9778 2.3914 -0.48 1.00 0.44
H -4.6125 -0.0621 0.4071 -0.53 0.80 1.15
H -6.1904 0.0804 1.2763 1.43 0.52 0.20
H -5.0749 1.5380 1.1883 -0.02 -1.23 0.23
H 2.8836 0.0172 -0.1713 -0.92 -1.36 0.38
H 3.1158 -0.9774 1.2987 -0.91 -0.15 -1.30
H 3.0958 -2.4356 -1.5245 0.37 0.35 1.13
H 4.0196 -2.8723 0.0194 -0.90 0.93 -0.61
H 5.6952 -1.7980 -1.4410 -0.96 0.73 0.53
H 5.1368 -0.4315 -0.2697 -0.13 -1.12 -1.04
H 3.5771 -0.6207 -4.1183 0.95 -0.33 0.99
H 4.3028 -2.0922 -3.2979 0.37 1.12 -0.33
H 5.3902 -0.6914 -3.9713 -1.01 -0.78 0.49

[5]
87
Properties=species:S:1:pos:R:3:forces:R:3 method="wB97M-V/def2-TZVPD" s_squared=0.77 multiplicity=2 relative_energy_ev=0.000 gap_ev="4.47 / 4.89" total_charge=-2
Lu -0.8957 2.0439 0.9468 -0.46 -0.18 0.80
N -1.9857 -0.1830 0.7132 -0.16 -0.52 -0.60
C -2.9904 -0.3935 1.7557 -1.34 1.01 -0.17
C -2.9680 0.6325 2.9365 0.73 0.04 0.46
O -3.7102 0.3088 3.8683 -0.72 -0.06 0.74
N -2.1275 1.6681 2.9241 0.21 -2.17 -3.50
C -1.8676 2.4881 4.0370 -1.55 -0.66 0.32
C -0.7646 3.4584 3.6834 2.16 1.27 0.61
O -0.4401 4.3659 4.4690 -0.81 -0.92 -0.71
O -0.0733 3.2186 2.5833 -0.96 0.13 0.61
H -2.3448 -0.2535 -0.2627 0.24 0.22 1.21
H -1.2626 -0.9098 0.7748 -0.06 0.56 0.07
H -2.9741 -1.3697 2.2088 0.59 -0.42 0.35
H -4.0321 -0.3936 1.3454 0.75 0.46 0.05
H -1.5891 1.8093 4.8562 0.29 0.56 0.36
H -2.8382 2.9425 4.3303 0.77 0.45 0.27
O -0.8856 1.2201 -1.1034 -0.18 -0.27 -1.28
N -0.0518 1.3323 -2.1207 -1.42 0.77 0.32
C -0.5076 0.9330 -3.3625 1.90 0.08 0.75
C 0.3985 0.9071 -4.3935 0.71 1.00 0.54
C 1.7374 1.3970 -4.1927 -1.30 -0.54 0.58
C 2.0506 1.8470 -2.9237 0.26 0.38 -0.74
C 1.0866 2.0527 -1.9027 0.10 -0.46 -0.15
S 1.2536 3.0655 -0.5233 0.26 -0.66 -0.69
H -1.5455 0.6473 -3.4011 0.06 -0.21 0.11
H 0.0885 0.5423 -5.3361 -0.29 -0.19 -0.87
H 2.4425 1.4189 -5.0358 -0.20 -0.24 0.66
H 3.0553 2.1032 -2.6561 0.37 0.48 -0.13
C 5.0874 -2.5463 0.2967 -0.89 0.52 0.41
C 4.5387 -3.8799 -0.2285 -0.05 0.47 0.60
C 5.3917 -4.9825 -0.2243 -1.73 -0.90 -0.18
C 4.8794 -6.2828 -0.4847 1.67 0.72 -0.29
C 3.5930 -6.3590 -0.9349 -1.45 -1.45 -0.33
C 2.7441 -5.2533 -1.0584 0.41 0.11 0.33
C 3.1537 -3.9978 -0.5909 1.42 -1.22 -0.66
P 2.1481 -2.5148 -0.5717 -0.29 1.57 1.05
C 0.7181 -3.0930 -1.5249 -0.65 -0.66 0.24
C -0.3885 -3.7478 -0.9369 0.50 0.30 -1.75
C -1.2794 -4.4461 -1.7402 -0.44 0.00 -0.02
C -1.1832 -4.3785 -3.1059 0.29 0.25 -1.81
C -0.1670 -3.5941 -3.6907 -1.27 -0.98 -0.09
C 0.8098 -2.9919 -2.9263 -0.49 0.04 0.21
C 1.8388 -2.1632 -3.6177 0.06 0.80 -1.00
C 1.5594 -2.4938 1.1735 -0.27 0.92 -1.49
C 1.3345 -3.6782 1.8120 -0.12 -1.65 1.28
C 0.7852 -3.7674 3.0901 0.31 0.29 -0.19
C 0.3737 -2.5726 3.6946 -0.42 0.47 0.54
C 0.4195 -1.3922 3.0222 0.07 0.91 -0.12
C 1.1061 -1.2380 1.7589 0.15 -0.88 0.56
C 1.3394 0.0120 1.2730 0.02 1.17 -1.04
H 5.9379 -2.7190 0.9938 -0.32 0.22 -0.80
H 4.3015 -2.0275 0.9125 0.62 -0.57 -0.42
H 5.2914 -1.7972 -0.5084 0.22 -0.75 0.52
H 6.4136 -4.8631 0.0308 0.81 0.19 0.31
H 5.5654 -7.1688 -0.4668 -0.85 0.86 0.14
H 3.1339 -7.3530 -1.1488 0.55 0.77 -0.02
H 1.7665 -5.4334 -1.5052 0.08 0.27 0.36
H -0.6137 -3.6612 0.0869 0.33 -0.13 1.30
H -2.0964 -5.0226 -1.3421 -0.17 0.01 0.48
H -1.9083 -4.8701 -3.8081 0.66 0.40 0.99
H -0.2168 -3.4910 -4.7735 0.37 0.12 0.12
H 1.5162 -1.9901 -4.6710 0.09 -0.16 0.60
H 2.8115 -2.6652 -3.7064 -0.03 0.32 0.43
H 1.8975 -1.1486 -3.1658 0.41 -0.83 -0.11
H 1.6327 -4.6364 1.3707 -0.01 0.41 -0.13
H 0.7132 -4.6962 3.6132 0.00 -0.51 0.14
H 0.0197 -2.4975 4.7310 -0.14 -0.50 -0.41
H -0.0109 -0.4662 3.4457 0.35 -0.57 -0.01
H 1.8839 0.1771 0.3378 -0.14 -0.03 0.41
H 1.2077 0.8722 1.9328 0.16 -0.12 0.00
C -4.6626 3.9785 1.0710 -0.65 1.25 1.99
C -3.2963 4.3299 0.6564 0.99 -0.37 -1.22
O -2.4511 3.3636 0.3808 0.14 0.15 0.37
C -2.9480 5.6945 0.4005 -0.08 0.75 0.79
C -1.6711 6.2288 0.7862 -0.23 -0.39 -0.31
C -1.4243 7.5913 0.6443 1.93 -0.84 0.20
C -2.3721 8.4302 0.1259 -0.93 0.27 0.18
C -3.6486 7.9538 -0.1318 -0.34 0.32 -0.40
C -3.9581 6.6208 -0.0461 1.13 -0.69 0.33
H -4.6506 3.3235 1.9595 0.22 -0.29 -0.51
H -5.3201 3.5607 0.3234 -0.27 -0.20 -0.41
H -5.0828 4.9251 1.5096 -0.18 -0.82 -0.69
H -0.9259 5.5378 1.2242 -0.45 0.54 -0.32
H -0.4180 8.0040 0.8977 -0.88 -0.48 -0.11
H -2.2085 9.4678 -0.0386 0.39 0.74 0.08
H -4.3845 8.6976 -0.4146 -0.22 -0.17 -0.29
H -4.8849 6.2116 -0.4112 -0.36 0.14 0.19